Entry 1:
DFT (the ωB97M-V functional and the def2-TZVPD basis) results for a structure of composition C23H22I2MgN2O2PS.

Results
HOMO-LUMO gap = 6.658 eV
Lowest unoccupied orbital energy = -0.168 hartree
Net charge = +1
Energy relative to the best compared isomer or geometry (same formula, charge and spin) = 0.0 kcal/mol
E_HOMO = -11.2 eV

Element x y z (Å)
C -3.79492 1.24569 -4.02109
H -0.48786 -5.07900 0.79891
C 4.20424 -1.67049 2.18270
C -0.52858 2.93675 4.20272
C 2.27416 -0.65876 1.15562
H 0.62616 -2.98154 0.14535
C -1.50688 1.93558 -3.39272
H 6.06055 -1.44513 1.13471
Mg 0.13638 0.77789 -1.30979
C -1.14632 -1.84395 2.80529
C -1.09304 1.61254 2.28315
H 0.39160 1.17036 -5.80933
C 0.70785 2.31132 4.27018
C 1.04536 1.32763 3.35159
H 4.64035 -2.23783 2.99377
I -1.37770 -1.70704 -2.39202
P 0.47943 -0.29342 1.10148
H 5.06060 -0.18078 -0.74142
H -2.34335 1.71075 -6.39811
H 2.01561 0.85174 3.40645
C -1.77166 -3.03004 3.16935
O 1.92071 1.64922 -0.75480
I -3.35777 -1.44660 -0.64652
C 3.09250 -0.22877 0.10120
H -2.43359 -3.04567 4.02517
H -4.45284 1.83935 -4.65416
H -2.03001 -5.11258 2.73417
C -0.67846 -4.17217 1.35769
C 4.44587 -0.51110 0.08503
H 2.22283 -1.76847 2.99495
H -1.32639 -0.94259 3.37697
O 1.81083 -0.21528 -1.90332
H -1.79892 1.34448 1.50175
S -1.76693 2.23846 -1.73532
H -2.39445 3.07730 3.14878
H 0.41930 2.57531 -3.55190
C -1.43205 2.58666 3.20834
C -1.79004 1.26216 -5.57549
H -1.78856 0.17638 -5.70258
N -2.41272 1.59006 -4.28989
C -0.05562 -2.99159 0.98933
C 5.00144 -1.22515 1.13764
H 1.41557 2.59152 5.03889
H -3.95525 0.18625 -4.23047
C -1.54289 -4.19048 2.44630
C -0.37590 1.83209 -5.41773
N -0.27238 1.96028 -3.95833
H -0.28064 2.81079 -5.88929
C 0.14271 0.96923 2.35584
H -0.78614 3.70365 4.92087
H -4.01636 1.44592 -2.97683
C 2.84434 -1.39783 2.18824
C -0.28938 -1.81984 1.71119
C 2.32921 0.47673 -0.97247

Entry 2:
DFT (the ωB97M-V functional and the def2-TZVPD basis) results for a structure of composition C29H43BBiBrF3N5S2Si2Te.

Results
HOMO-LUMO gap = 8.018 eV
Lowest unoccupied orbital energy = -0.219 hartree
Net charge = +2
Energy relative to the best compared isomer or geometry (same formula, charge and spin) = 16.8 kcal/mol
E_HOMO = -14.0 eV

Element x y z (Å)
Te -1.28713 -2.58571 1.08510
H 2.60035 -2.15760 -0.11683
H -1.50087 -3.08492 -4.22399
C -0.12109 -4.12737 0.16113
C 1.91311 0.40005 -4.59707
H 1.86523 -3.08693 2.74822
H 1.29062 6.71148 0.22774
C 3.53792 1.28760 -3.07393
H -3.03511 -0.70602 4.26344
C -2.11489 1.65018 -1.35186
H 3.76109 -3.44304 -0.42037
C 0.86429 -0.55246 4.04960
H 1.60834 -4.80839 3.07712
H -4.60736 -1.39956 3.87860
H 1.72161 0.00528 4.42892
H -2.00627 2.24398 -3.37910
C 3.10338 3.38344 1.58162
H -2.18037 -4.57567 5.87073
C 0.76236 3.34202 0.20017
H 0.54980 -0.98316 -3.68741
H 2.38950 -3.24156 -1.50402
N -0.89037 -1.37545 -1.50916
S -1.03662 1.39463 4.66344
C 2.50651 4.58261 1.22082
H 4.04065 3.34990 2.11802
C 2.45730 2.22357 1.20678
N -1.58503 1.16520 -0.23795
C -1.70215 1.40549 -2.75551
Si 1.72954 -4.41210 0.61005
C -3.17099 2.58672 0.63130
C 2.99137 1.23185 -4.34775
H -0.39253 -2.60202 3.67844
C 2.11840 -4.09890 2.42420
H -3.50042 -5.46678 3.11927
C -2.15800 1.72485 0.89583
C -0.19140 0.37512 3.56165
H -4.93035 -4.46679 3.32532
C 3.60193 2.07256 -5.44511
H -3.43320 -1.15511 2.59485
N 1.31496 2.17680 0.54409
H 3.11064 -6.43743 0.24234
H 1.21096 -1.20094 3.24872
B -2.27363 -2.60520 -3.43977
C -1.61770 1.42411 2.21057
H -3.62646 -3.64392 6.23676
H 0.49593 -1.15585 4.88025
Bi 0.21654 -0.37112 0.03232
H -3.77826 3.13695 1.33112
H -2.18006 0.51232 -3.15802
H 2.97660 5.51806 1.49592
C 2.94465 0.52976 -2.08171
C 1.31198 4.58296 0.50455
H -2.04841 -2.86136 6.26703
H -2.95330 -1.73983 -3.93665
C -1.48219 -1.91402 -2.35819
Br 3.22089 0.52760 1.62468
H -2.73487 2.75735 3.56006
S -3.38395 2.75483 -1.05039
H -2.93647 -3.43406 -2.87266
C -3.54311 -1.44836 3.64206
H -0.18666 -3.91762 -0.90828
H -0.70467 -5.03481 0.33333
H 4.40105 1.90560 -2.86851
N -0.60209 0.50445 2.32604
C 0.64171 5.85309 0.07201
H 1.72080 -6.44694 -0.83973
H -3.90112 -4.23668 1.91561
C -1.98145 2.00684 3.38364
H -0.72283 -4.23304 3.09678
C -1.10747 -3.21368 3.13327
F 4.82839 1.63480 -5.74652
H 3.19079 -4.23447 2.58276
H 1.49129 0.31122 -5.58794
C 2.69809 -3.19471 -0.45757
N 1.86628 -0.23292 -2.28910
H -0.16875 3.27162 -0.35554
C 1.38360 -0.31212 -3.53212
F 3.70921 3.35010 -5.03961
F 2.85911 2.05146 -6.55464
C -3.89364 -4.45656 2.98625
H 0.37821 5.81015 -0.98502
H 3.34956 0.52585 -1.07680
H -0.27903 6.01437 0.63522
Si -2.86754 -3.19468 3.92520
C 2.04550 -6.20655 0.17414
H 1.52243 -6.87512 0.86049
C -2.65448 -3.60091 5.74085
H -0.62561 1.27729 -2.83250

Entry 3:
DFT (the ωB97M-V functional and the def2-TZVPD basis) results for a cluster of 2 separate species, C3H5BrO in total.

Results
HOMO-LUMO gap = 9.597 eV
Lowest unoccupied orbital energy = 0.019 hartree
SMILES = CC=C=O.Br
Energy relative to the best compared isomer or geometry (same formula, charge and spin) = 23.8 kcal/mol
E_HOMO = -9.1 eV

Element x y z (Å)
H -0.07624 -0.82177 -0.97730
O 0.09158 2.24035 0.40886
C -0.58632 1.29460 0.36804
H -2.26559 0.37470 0.69599
H -1.79362 -1.35096 -0.85272
H 3.14288 0.96207 0.32281
C -0.92436 -1.09915 -0.44546
C -1.28446 0.24126 0.24760
Br 4.24695 -0.01427 0.01928
H -0.55083 -1.82683 0.21289

Entry 4:
DFT (the ωB97M-V functional and the def2-TZVPD basis) results for a structure of composition C50H51FeN7.

Results
HOMO-LUMO gap (spin up / spin down) = 6.736 / 6.681 eV
Spin multiplicity = 6
Lowest unoccupied orbital energy (spin up / spin down) = -0.107 / -0.122 hartree
Net charge = +1
E_HOMO (spin up / spin down) = -9.6 / -10.0 eV

Element x y z (Å)
C 0.02680 -2.62700 -2.48840
H -2.47050 -5.86420 0.98370
H 1.72090 1.21320 -2.81130
H 3.13240 -0.01100 -0.41280
C -6.72070 1.83340 -1.58570
C -1.57350 4.21110 0.39640
H -4.26480 4.21020 2.55460
H 1.74180 -1.32150 -2.32300
H 0.95410 3.71320 -4.22900
C -2.29560 0.64100 2.69690
H -7.23760 1.50470 4.36000
H 1.22760 1.59090 -1.13750
C -1.49160 4.15500 2.88680
C -2.34020 3.85930 1.64840
C -2.02200 -5.18910 0.27680
C -0.68170 -4.85790 -1.66510
H -2.54860 2.78860 1.64910
H 0.72880 -3.30220 -2.98990
H 0.53870 5.24360 -2.67710
N 2.15150 0.43890 1.32820
C -3.63710 0.93010 3.16830
C -2.92480 -1.02700 -0.37150
H 5.59350 1.37970 2.79630
H 5.39080 0.52850 0.45720
C -6.07890 1.67150 -0.40030
H 1.12570 1.27710 4.42040
C 2.25440 0.86980 2.60330
C -2.70710 1.54510 -0.27620
H -0.73170 1.74500 -2.61100
H -3.53730 5.65360 1.84620
H -4.77990 -3.04910 -4.08850
C 4.63190 1.11250 2.38760
H -5.36800 1.80080 5.94700
C -5.77420 -1.27590 -3.44310
C -5.99960 0.96780 2.72300
H -3.03910 1.43410 5.14820
H -4.17030 -3.75130 3.28120
N -4.44410 0.37860 0.95310
N -0.08570 0.71080 2.83060
H -4.44110 -4.64930 1.78290
H -6.31730 -0.26020 0.39640
H -2.07070 -2.35090 3.55470
H -1.27870 -6.77980 -0.94050
H -1.59920 -1.33780 -3.13400
H -0.54040 3.62900 2.82390
H -6.84660 0.83750 2.07150
H -3.10610 -5.08160 2.86250
C -6.74720 0.81650 -2.55040
N -2.11130 0.15630 1.49580
H -1.30480 5.22100 2.98080
C 4.52090 0.64510 1.08280
C 3.25960 0.33820 0.60340
C -3.68420 4.58590 1.71430
C -1.57090 -2.95740 -0.50110
C -5.48970 0.33660 -0.04570
C -0.41430 3.62230 -1.66780
C -5.17300 1.51360 4.92450
H -3.40060 -2.39720 1.45530
H -1.04430 -2.01670 2.15060
H -1.38920 -2.79970 -4.10940
C -1.17170 5.52590 0.20240
C -6.22320 1.34020 4.03330
C -3.94780 -2.30430 -2.27210
C -5.10890 -0.44750 -1.26380
H -3.52500 2.19270 -0.60860
C -0.41140 5.89960 -0.88700
C -2.77860 -3.26220 1.71690
H -6.40630 -1.21300 -4.31700
C -1.65430 -2.78060 2.64600
N -1.22520 0.83440 3.47560
C -0.86410 -2.01260 -3.57100
H 1.14200 -1.91900 -0.76870
Fe -0.12900 0.09590 0.54780
H 2.09600 2.79190 -2.11070
C 0.84330 -1.55670 -1.75890
C -4.03280 -1.33820 -1.25450
C 3.49190 1.22620 3.15520
H -1.00630 -3.60870 2.92310
C 0.10660 3.04870 -4.08680
C -5.92070 -0.32050 -2.41550
C -0.76500 -3.47840 -1.52280
N -1.77500 -1.59000 -0.28910
C 1.35460 1.99620 -2.15110
H -0.26370 -1.45590 -4.28760
C -4.70010 0.75720 2.25550
H -3.18090 -3.05800 -2.23990
H -0.09880 -5.26690 -2.47530
C -3.67870 -4.25400 2.45090
H 0.25060 -0.63940 -1.65830
H -6.06870 2.44400 0.35020
C 1.05100 0.96740 3.38250
H -0.79750 3.58440 -4.36570
H 0.22330 2.20550 -4.76300
C -0.03900 4.94720 -1.81850
C -1.33000 -5.71260 -0.79950
H -2.01060 3.81810 3.78030
H -0.11090 6.92950 -1.01380
C -3.88220 1.30840 4.48640
C -3.08810 0.26100 0.46380
C -4.84610 -2.28790 -3.32700
C -2.14540 -3.82360 0.46020
H -1.45990 6.27610 0.91960
C -1.16920 3.25440 -0.54960
C 0.01300 2.55180 -2.64500
H -7.30810 0.95440 -3.46100
H -4.25350 4.42700 0.79990
H 3.53480 1.58430 4.17240
N -1.48720 1.89990 -0.32020
H -7.20280 2.77440 -1.80790

| no. | strongest force on any atom (eV Å⁻¹) |
| --- | --- |
| 1 | 0.16 |
| 2 | 1.72 |
| 3 | 5.09 |
| 4 | 2.12 |